Entry 1:
{"formula": "C5H5NO", "method": "ωB97M-V with the def2-TZVPD basis set", "energy_ha": -323.4703, "homo_lumo_gap_ev": 11.787, "homo_ev": -10.84, "charge": 0, "lumo_ev": 0.94, "e_above_lowest_ev": 1.345, "species": ["O", "C", "C", "C", "C", "C", "N", "H", "H", "H", "H", "H"], "xyz": [[-2.760946, -1.903765, 0.158704], [-1.830305, -2.127324, 0.770695], [-0.080023, 0.553214, 0.799451], [1.287459, 0.909655, 0.316083], [0.210024, 0.559432, -0.686480], [0.288267, -0.699751, -1.394069], [0.352119, -1.712538, -1.952219], [-0.205091, -0.413766, 1.277318], [-0.739251, 1.333701, 1.170086], [2.081383, 0.183594, 0.469718], [1.605318, 1.947423, 0.348637], [-0.208958, 1.370121, -1.277924]], "atomic_forces_ev_per_a": [[1.18, -0.29, 0.77], [-1.30, 0.14, -0.80], [-0.07, -0.01, 0.14], [0.15, 0.07, 0.05], [-0.05, 0.00, -0.13], [0.08, -0.80, -0.41], [-0.07, 0.98, 0.55], [0.08, 0.25, -0.12], [0.18, -0.12, -0.09], [-0.19, 0.13, -0.07], [-0.09, -0.18, -0.02], [0.09, -0.17, 0.14]], "mulliken_charge": [-0.13, 0.11, -0.53, -0.62, 0.14, 0.05, -0.44, 0.31, 0.23, 0.28, 0.25, 0.36]}

***

Entry 2:
{"formula": "C29H58Br2FIN11O18S", "method": "ωB97M-V with the def2-TZVPD basis set", "energy_ha": -9039.2721, "homo_lumo_gap_ev": 8.637, "homo_ev": -11.28, "charge": 1, "lumo_ev": -2.64, "species": ["C", "C", "C", "O", "C", "C", "Br", "C", "C", "Br", "C", "C", "C", "N", "C", "N", "C", "C", "S", "C", "C", "C", "C", "O", "N", "C", "C", "C", "I", "C", "O", "N", "C", "O", "F", "H", "H", "H", "H", "H", "H", "H", "H", "H", "H", "H", "H", "H", "H", "H", "H", "H", "H", "H", "H", "H", "H", "H", "H", "H", "H", "H", "H", "H", "H", "H", "H", "H", "H", "H", "H", "H", "C", "N", "O", "O", "H", "H", "H", "C", "N", "O", "O", "H", "H", "H", "C", "N", "O", "O", "H", "H", "H", "C", "N", "O", "O", "H", "H", "H", "C", "N", "O", "O", "H", "H", "H", "C", "N", "O", "O", "H", "H", "H", "C", "N", "O", "O", "H", "H", "H"], "xyz": [[-1.725593, -3.534582, 3.305813], [-1.902507, -2.117782, 2.725544], [-1.236836, -1.887148, 1.363257], [-0.468858, -0.679890, 1.416220], [0.260186, -0.085781, 0.376132], [-0.382331, -0.459998, -1.073719], [-0.408552, 1.061074, -2.365891], [0.002006, -1.705622, -1.932381], [-0.388015, -1.664228, -3.424229], [-0.835027, -3.341687, -1.248772], [0.066291, 1.474009, 0.661839], [-0.539856, 1.864288, 2.054418], [-2.055484, 1.798428, 2.033494], [-2.705904, 1.099317, 2.856654], [1.235063, 2.398264, 0.231263], [2.635331, 1.838079, 0.160819], [2.898006, 0.346881, -0.044442], [2.924254, 0.098384, -1.565952], [4.003706, 1.283291, -2.430748], [4.374692, 0.346403, -3.942101], [5.856786, 0.454280, -4.336561], [4.330389, 0.178438, 0.530063], [5.121602, -1.087262, 0.210122], [5.524116, -1.317809, -0.899272], [5.377794, -1.883460, 1.342034], [5.823974, -3.226163, 0.956053], [6.408216, -1.241508, 2.189006], [1.797440, -0.470955, 0.706849], [2.168047, -2.564487, 0.351336], [1.998318, -0.370844, 2.259422], [1.948135, -1.290215, 2.988334], [2.362540, 0.882948, 2.787253], [2.521017, 0.923649, 4.201015], [1.811917, 1.425548, 4.938704], [3.659117, 0.338186, 4.537344], [-1.181010, -3.512062, 4.254872], [-1.185678, -4.210399, 2.631367], [-2.701950, -3.998179, 3.500889], [-2.975670, -1.910510, 2.623193], [-1.533755, -1.361038, 3.424638], [-0.592080, -2.740154, 1.111704], [-1.986451, -1.816100, 0.562036], [-1.461654, -0.527532, -0.874841], [1.068879, -1.907346, -1.862953], [-1.414728, -1.312547, -3.581009], [-0.318932, -2.682618, -3.824513], [0.317992, -1.047519, -3.987644], [-0.744480, 1.793088, -0.003002], [-0.306958, 2.937265, 2.184743], [-0.169317, 1.348280, 2.935659], [-2.537968, 2.417118, 1.256574], [-3.711649, 1.189991, 2.708543], [1.040940, 2.801309, -0.763962], [1.292838, 3.267759, 0.899821], [3.159994, 2.120017, 0.993767], [3.117768, 2.353646, -0.590313], [3.277453, -0.922489, -1.748688], [1.932194, 0.202136, -1.998006], [4.091414, -0.694623, -3.758222], [3.731343, 0.742214, -4.734412], [6.199966, -0.485036, -4.787029], [6.481346, 0.651281, -3.459608], [6.017681, 1.260517, -5.060666], [4.909889, 1.006442, 0.089232], [4.332934, 0.316557, 1.612674], [6.815309, -3.217337, 0.479192], [5.873554, -3.843972, 1.860888], [5.103758, -3.671819, 0.264569], [7.379559, -1.205227, 1.672531], [6.504948, -1.815346, 3.116174], [6.122312, -0.217408, 2.443484], [1.829835, 1.684075, 2.483261], [-5.728855, 0.357223, -3.051086], [-4.273337, 0.075504, -2.924356], [-3.697274, 0.448793, -1.919027], [-3.737243, -0.521211, -3.836610], [-6.047796, 0.891467, -2.164610], [-5.859055, 0.948630, -3.952783], [-6.239117, -0.596099, -3.150771], [-10.186175, -1.917082, -4.376951], [-8.802392, -1.693048, -3.882423], [-7.876272, -2.097795, -4.560923], [-8.674397, -1.108169, -2.824230], [-10.130406, -2.452891, -5.315810], [-10.716711, -2.488253, -3.621190], [-10.643165, -0.939297, -4.499596], [5.645389, 5.425378, -1.406842], [4.935752, 4.618915, -0.378039], [3.835780, 4.161946, -0.678668], [5.460266, 4.437630, 0.694613], [5.003296, 5.461839, -2.278003], [5.825063, 6.408972, -0.984052], [6.592300, 4.934517, -1.608512], [9.464860, 5.841947, 2.050698], [9.158369, 6.416317, 0.711561], [9.738955, 7.420948, 0.371152], [8.326859, 5.827221, 0.040004], [10.210552, 6.469313, 2.523403], [8.534397, 5.822211, 2.610075], [9.826971, 4.831030, 1.890156], [-5.703927, 0.504153, 5.255829], [-6.182695, 1.269341, 4.068914], [-6.648328, 2.374451, 4.239679], [-6.062127, 0.718057, 2.987754], [-5.870595, 1.111165, 6.137411], [-6.265247, -0.424942, 5.285958], [-4.649457, 0.292015, 5.097844], [-3.373610, -5.153597, 7.126577], [-3.511477, -3.864994, 6.393506], [-4.548241, -3.655789, 5.793537], [-2.567497, -3.102795, 6.438803], [-4.286858, -5.719876, 6.991151], [-2.511461, -5.665962, 6.710067], [-3.195651, -4.911309, 8.169912], [-8.651982, -1.808576, -8.568777], [-10.023195, -1.811951, -7.986149], [-10.474042, -2.873566, -7.599732], [-10.600683, -0.746146, -7.923362], [-8.273712, -2.823011, -8.544823], [-8.735637, -1.428603, -9.582532], [-8.049796, -1.138500, -7.962610]], "atomic_forces_ev_per_a": [[-0.05, -0.18, 0.05], [-0.30, 0.27, 0.03], [-0.10, -0.61, 0.03], [-0.07, 0.44, 0.19], [0.23, 0.00, -0.01], [-0.43, 0.04, -0.03], [0.21, 0.25, 0.31], [0.10, 0.07, -0.32], [-0.04, -0.25, 0.04], [-0.12, -0.38, -0.83], [-0.25, -0.02, -0.03], [-0.03, 0.31, -0.25], [0.11, -0.17, -0.04], [0.07, 0.18, 0.04], [-0.22, 0.18, -0.23], [0.11, 0.05, 0.33], [0.16, -0.29, -0.31], [-0.22, -0.13, -0.05], [0.02, -0.08, 0.12], [0.05, -0.08, -0.36], [0.02, 0.03, 0.01], [0.37, 0.48, 0.13], [-0.18, 0.38, 0.53], [-0.27, -0.40, -0.42], [0.74, -0.06, -0.56], [0.09, -0.24, 0.21], [-0.27, 0.02, 0.28], [-0.09, 0.24, -0.28], [0.33, -0.09, 0.29], [0.06, 1.12, -1.12], [-0.08, -1.60, 1.12], [0.04, 0.59, -0.07], [1.96, -1.68, -2.66], [-2.33, 1.91, 2.66], [0.31, -0.25, 0.09], [-0.05, 0.00, -0.20], [-0.06, 0.17, 0.04], [0.24, 0.11, -0.03], [0.25, 0.04, 0.05], [0.02, -0.14, -0.13], [-0.16, 0.50, 0.38], [0.15, 0.09, 0.37], [0.34, 0.09, 0.05], [-0.27, 0.05, -0.06], [0.28, -0.03, 0.05], [0.03, 0.24, 0.15], [-0.20, 0.04, 0.10], [0.23, -0.17, -0.06], [-0.02, -0.24, 0.02], [-0.07, -0.25, -0.08], [0.10, -0.15, 0.10], [0.00, -0.03, -0.10], [-0.01, -0.20, 0.07], [0.08, -0.25, -0.14], [-0.14, -0.11, -0.05], [-0.06, -0.02, 0.08], [0.08, 0.33, 0.09], [-0.02, -0.05, 0.15], [0.08, 0.21, 0.06], [0.10, -0.20, 0.12], [-0.11, 0.25, 0.05], [-0.09, -0.12, -0.14], [-0.02, -0.15, 0.17], [-0.04, -0.25, 0.10], [-0.18, 0.00, -0.19], [-0.22, 0.01, 0.04], [-0.02, 0.16, -0.19], [0.15, 0.11, 0.11], [-0.15, -0.09, 0.09], [0.01, 0.15, -0.19], [0.02, -0.16, 0.05], [-0.30, -0.09, 0.07], [0.03, 0.04, 0.07], [0.16, -0.08, -0.05], [-0.06, -0.04, 0.09], [-0.10, 0.07, 0.07], [0.01, -0.01, 0.00], [-0.01, -0.03, -0.02], [0.01, 0.00, -0.04], [-0.04, -0.03, -0.10], [0.11, 0.00, 0.06], [-0.10, 0.09, 0.02], [-0.03, -0.05, -0.11], [-0.02, -0.03, 0.02], [0.02, 0.05, 0.05], [-0.02, 0.00, 0.04], [-0.12, 0.01, -0.05], [-0.10, -0.18, 0.16], [0.10, 0.22, -0.05], [-0.03, 0.02, -0.17], [0.02, 0.02, -0.01], [0.07, -0.03, 0.04], [0.03, 0.02, 0.08], [0.06, 0.05, 0.01], [-0.02, 0.07, -0.14], [-0.07, -0.12, 0.06], [0.09, 0.04, 0.08], [-0.01, 0.00, -0.01], [-0.01, -0.02, -0.01], [-0.02, -0.01, 0.00], [-0.03, 0.07, 0.05], [0.00, -0.04, -0.01], [0.07, -0.15, -0.01], [0.06, 0.13, 0.03], [0.00, 0.00, -0.01], [0.02, -0.01, -0.02], [-0.01, -0.02, -0.02], [-0.06, -0.02, -0.02], [-0.03, 0.15, -0.11], [0.12, -0.03, 0.08], [-0.09, -0.06, 0.06], [0.00, 0.01, 0.00], [0.02, 0.01, 0.02], [0.03, 0.00, -0.01], [-0.01, -0.07, -0.02], [-0.07, 0.01, 0.02], [0.06, 0.09, -0.03], [0.10, -0.10, 0.04], [-0.01, 0.00, 0.00], [0.00, 0.03, 0.01], [-0.01, 0.02, -0.01]], "mulliken_charge": [-1.23, -0.42, 0.07, 0.01, 2.54, -2.57, -0.04, 0.38, -1.56, -0.01, -0.81, -0.16, -0.83, -0.35, -2.26, 0.84, -0.10, -0.54, -0.23, -0.17, -1.16, -0.88, -0.59, -0.65, 0.38, -0.95, -1.03, -0.86, 0.12, -0.26, -0.52, 0.23, 0.27, -0.39, -0.21, 0.24, 0.39, 0.27, 0.37, 0.17, 0.09, 0.19, 1.49, -0.06, 0.35, 0.52, 0.36, 1.21, 0.65, 0.17, 0.53, 0.21, 0.32, 0.28, 0.76, 0.37, 0.87, 0.20, 0.22, 0.51, 0.34, 0.29, 0.35, 0.54, 0.58, 0.32, 0.36, 0.29, 0.39, 0.39, 0.31, 0.20, -0.77, 0.91, -0.52, -0.56, 0.30, 0.31, 0.29, -0.59, 0.89, -0.52, -0.53, 0.18, 0.28, 0.30, -0.81, 0.93, -0.61, -0.51, 0.37, 0.29, 0.31, -0.70, 0.83, -0.50, -0.49, 0.31, 0.27, 0.28, -0.68, 0.85, -0.53, -0.51, 0.31, 0.29, 0.27, -0.74, 0.87, -0.52, -0.49, 0.30, 0.29, 0.30, -0.70, 0.85, -0.52, -0.51, 0.30, 0.30, 0.27]}